[1]
{"formula": "C19H35AuN5NbO4", "method": "ωB97M-V with the def2-TZVPD basis set", "symbols": ["N", "C", "O", "Au", "Nb", "N", "N", "C", "C", "C", "C", "C", "C", "C", "C", "H", "H", "H", "H", "H", "H", "H", "H", "H", "H", "H", "H", "H", "H", "H", "H", "H", "H", "C", "H", "H", "H", "C", "H", "H", "H", "C", "C", "C", "C", "C", "C", "O", "N", "C", "O", "N", "C", "O", "H", "H", "H", "H", "H", "H", "H", "H", "H", "H", "H"], "positions_angstrom": [[-1.5919, -0.7514, -1.0935], [-3.5395, -2.7699, -0.2644], [-4.5130, -2.7178, 0.3422], [-2.9145, -0.0124, 0.2482], [0.0140, -0.0766, -0.6401], [-0.0475, 1.7514, -1.5500], [1.0265, -1.2407, -1.9360], [-0.5079, 2.1616, -2.8834], [0.7021, -2.4032, -2.7703], [-0.7866, 3.6660, -2.9447], [0.5768, 1.7768, -3.8928], [-1.8079, 1.4502, -3.2465], [0.2984, -3.5908, -1.8976], [1.8947, -2.8271, -3.6290], [-0.4901, -2.0589, -3.6553], [-1.3931, 3.9680, -2.0851], [-1.3488, 3.9028, -3.8563], [0.1376, 4.2483, -2.9682], [1.4942, 2.3490, -3.6966], [0.2328, 2.0010, -4.9115], [0.8073, 0.7003, -3.8238], [-1.7193, 0.3576, -3.2386], [-2.1149, 1.7559, -4.2574], [-2.5947, 1.7293, -2.5374], [1.1081, -3.8411, -1.2044], [0.0869, -4.4616, -2.5395], [-0.5950, -3.3610, -1.3065], [2.7065, -3.2079, -2.9991], [2.2595, -1.9877, -4.2302], [1.5880, -3.6317, -4.3125], [-0.7460, -2.9303, -4.2777], [-0.2445, -1.2137, -4.3098], [-1.3633, -1.7951, -3.0418], [0.8302, 2.6726, -0.8271], [0.7494, 2.4882, 0.2588], [1.8923, 2.5812, -1.1259], [0.5385, 3.7264, -0.9806], [2.4256, -1.0014, -1.5842], [2.4813, -0.2188, -0.8032], [2.9362, -1.8974, -1.1841], [3.0024, -0.6117, -2.4426], [-1.6577, 0.6083, 5.8982], [-1.4053, 0.7016, 4.4067], [-0.0408, 0.1439, 3.9235], [1.1800, 0.7944, 4.6289], [1.2401, 2.3114, 4.5827], [0.0170, -1.3663, 4.1847], [-0.0163, -1.8556, 5.3070], [0.0756, -2.2329, 3.0973], [0.2690, -1.8806, 1.7699], [0.3335, -2.7142, 0.8659], [0.3357, -0.5362, 1.5144], [0.0385, 0.4492, 2.4059], [-0.1734, 1.5853, 1.9399], [-1.6323, -0.4351, 6.2212], [-2.6499, 1.0116, 6.1098], [-0.9273, 1.1788, 6.4803], [-2.1734, 0.1425, 3.8479], [-1.4864, 1.7428, 4.0671], [1.1902, 0.4438, 5.6682], [2.0702, 0.3610, 4.1492], [0.3967, 2.7783, 5.1037], [2.1616, 2.6453, 5.0691], [1.2520, 2.6689, 3.5492], [0.1315, -3.2249, 3.3082]], "forces_ev_per_angstrom": [[1.4438, 1.1047, 0.5056], [-2.4590, -0.3013, 1.4699], [2.2332, -0.0801, -1.3937], [0.0413, 0.0225, 0.0485], [-1.6873, -0.7892, 1.6210], [1.3052, -0.3342, -0.8042], [0.2055, -0.1758, -0.0875], [-1.2742, 0.2554, 0.3515], [0.1180, 0.4673, -1.1643], [0.2866, 0.3947, -0.0162], [1.1263, -0.3544, -0.3342], [-0.2914, -0.6415, -0.1906], [-0.1914, -0.7845, 1.0382], [0.2985, -0.0476, 0.0661], [-0.5695, 0.2235, -0.1944], [0.0371, 0.0590, -0.1518], [0.1847, -0.1748, 0.2309], [-0.1685, 0.0588, 0.0010], [-0.1780, -0.1350, -0.1564], [-0.0115, 0.0607, 0.3681], [-0.1886, 0.4014, -0.0341], [0.0433, 0.3822, -0.0538], [0.1000, -0.0456, 0.3919], [0.0465, 0.0237, -0.1412], [-0.1934, -0.0777, -0.1307], [0.2041, 0.4776, 0.0634], [0.2083, 0.0265, -0.1862], [-0.0593, 0.0081, -0.2802], [0.0111, -0.1202, -0.0061], [0.0642, 0.3010, 0.2977], [0.1426, 0.3278, 0.2523], [-0.0742, -0.2153, 0.0093], [0.2707, -0.2202, -0.3498], [-0.6132, 0.7431, 0.5018], [0.1412, -0.1633, -0.2754], [-0.3034, -0.1823, -0.2032], [0.1632, -0.5219, -0.0245], [0.0231, -0.2850, 0.4524], [0.1025, -0.0655, -0.0645], [-0.2790, 0.2608, -0.2727], [-0.2794, -0.2027, 0.1127], [-0.1378, -0.2281, 0.1152], [-0.0703, 0.1165, -0.3827], [-0.0212, 0.0910, -0.7922], [0.2073, -0.3467, 0.0089], [0.0457, 0.1293, -0.0945], [-0.1124, -0.6308, 1.9242], [0.1456, 0.9562, -1.7647], [0.3038, -0.0448, -1.1917], [-0.2211, -0.9673, 1.1615], [0.1680, 1.1852, 0.4153], [-0.0390, 0.3517, -1.6403], [-0.1890, 0.7526, 0.6641], [0.0956, -1.2429, -0.0755], [-0.0044, 0.2567, 0.1246], [0.0945, -0.0047, 0.0573], [-0.1062, -0.1000, -0.1135], [-0.0807, 0.0813, 0.2016], [0.1548, -0.2447, 0.0478], [-0.0989, -0.0317, -0.2591], [0.0092, 0.1589, 0.2054], [0.1570, -0.1039, -0.1072], [-0.1694, -0.0263, -0.0529], [-0.0091, 0.0902, 0.2124], [-0.1015, 0.1215, 0.0694]], "mulliken_charge": [-0.392, 0.186, -0.204, 0.311, 0.788, 0.311, 1.381, 1.490, 0.837, -2.010, -1.382, -1.543, -1.467, -1.697, -1.464, 0.508, 0.424, 0.468, 0.393, 0.424, 0.206, 0.316, 0.505, 0.311, 0.399, 0.566, 0.112, 0.442, 0.406, 0.420, 0.578, 0.335, 0.157, -0.698, 0.060, 0.367, 0.443, -0.979, 0.237, 0.419, 0.411, -1.296, -0.858, 2.424, -1.090, -1.135, -0.173, -0.595, 0.001, -0.023, -0.529, 0.129, -0.499, -0.745, 0.334, 0.425, 0.302, 0.328, 0.376, 0.523, 0.469, 0.277, 0.451, 0.201, 0.328], "homo_lumo_gap_ev": [3.79, 3.79], "energy_ha": -1511.70688, "charge": 2, "homo_energy_ev": [-15.10, -15.10], "lumo_energy_ev": [-11.31, -11.31]}



[2]
{"formula": "C19H35BNNaO11", "method": "ωB97M-V with the def2-TZVPD basis set", "symbols": ["Na", "O", "C", "O", "B", "O", "C", "O", "O", "C", "O", "C", "O", "O", "C", "C", "C", "O", "H", "H", "H", "H", "H", "H", "H", "H", "C", "C", "C", "O", "H", "H", "H", "H", "H", "H", "H", "H", "C", "C", "C", "C", "C", "C", "N", "O", "C", "C", "C", "H", "H", "H", "H", "H", "H", "H", "H", "H", "H", "H", "H", "H", "H", "H", "H", "H", "H", "H"], "positions_angstrom": [[-0.1433, -0.3399, 1.1571], [3.0449, -3.3665, 1.7905], [4.1782, -3.4638, 1.3275], [4.4563, -3.9282, 0.2026], [5.8511, -3.6181, -0.0457], [6.4807, -3.4456, 1.3077], [5.4261, -3.0286, 2.0646], [5.4408, -2.4309, 3.1128], [5.9565, -2.3886, -0.8772], [6.5246, -2.7135, -1.9933], [6.7494, -1.9967, -2.9039], [6.8711, -4.2899, -2.1001], [6.4665, -4.7296, -0.8246], [7.4501, -4.9785, -2.9288], [-5.8321, -0.7777, 2.8032], [-4.7472, -0.2812, 3.7269], [-5.0826, -0.4143, 5.2272], [-3.6305, -1.1205, 3.5214], [-5.6588, -0.5292, 1.7562], [-6.7653, -0.2643, 3.0347], [-5.8142, -1.8676, 2.8071], [-4.5940, 0.7780, 3.5199], [-6.0296, 0.0574, 5.4893], [-4.2051, 0.0567, 5.6704], [-5.1664, -1.4518, 5.5505], [-3.8266, -1.9046, 4.0395], [-0.0893, 3.4911, 5.0580], [1.0960, 2.5037, 5.4088], [0.9665, 1.5474, 6.6687], [1.3731, 1.6680, 4.2553], [-0.6977, 3.8114, 5.9038], [-0.7714, 3.0702, 4.3192], [0.3189, 4.4149, 4.6481], [2.0012, 3.1055, 5.4902], [1.8775, 1.0461, 6.9955], [0.2605, 0.7395, 6.4767], [0.5486, 2.1421, 7.4809], [2.2502, 1.3193, 4.4305], [-0.7742, -1.0606, -5.1018], [-0.1251, -0.4119, -3.8504], [0.9953, 0.5770, -4.3075], [0.4960, 1.9830, -4.6825], [-0.2660, 2.6108, -3.4915], [-1.5531, 1.7379, -3.2638], [-1.0803, 0.3509, -2.8940], [-2.1265, -0.3815, -2.5654], [-2.1708, 2.3509, -2.0320], [-2.5465, 1.9861, -4.4460], [0.5678, -1.5256, -3.0690], [-0.9920, -0.3488, -5.8980], [-1.6825, -1.6550, -5.0040], [-0.1503, -1.7468, -5.6745], [1.9270, 0.6173, -3.7432], [1.3797, 0.1290, -5.2239], [-0.1063, 2.0254, -5.5900], [1.4038, 2.5479, -4.8948], [-0.4726, 3.6798, -3.5433], [0.2847, 2.3935, -2.5763], [-3.1537, 1.8995, -1.8966], [-1.4840, 2.2231, -1.1953], [-2.3185, 3.4295, -1.9778], [-2.2956, 1.3534, -5.2974], [-3.5420, 1.5619, -4.3152], [-2.6063, 3.0286, -4.7587], [0.0158, -2.4647, -3.0320], [1.0333, -1.1304, -2.1660], [1.4062, -1.8595, -3.6803], [-2.5977, -0.3224, -3.3998]], "forces_ev_per_angstrom": [[0.1071, -0.1155, 0.0132], [0.8901, 0.1248, -0.2498], [-3.4682, 1.0421, 3.2089], [0.3140, -0.8557, -2.5431], [1.9404, -1.4325, -0.8179], [-1.6416, 0.9311, 0.0413], [1.5022, 0.2242, 0.7296], [0.2649, -0.6388, -0.9382], [-0.1271, -0.7830, 1.1634], [0.6058, -1.7423, -1.8284], [0.3346, 1.3636, -1.2025], [0.5132, -1.1046, 2.1936], [0.4178, 0.9156, -1.6928], [-1.8234, 2.1851, 1.9038], [-0.2098, 0.4664, -0.5332], [-1.4848, -0.9852, 0.6385], [0.0587, 0.5880, -0.8200], [1.3544, 0.5879, -0.4929], [0.4306, 0.2021, -0.0450], [-0.3548, -0.6263, 0.1883], [-0.7384, -0.0154, 0.3874], [0.8411, -0.0890, -0.1039], [0.2230, 0.3114, 0.1152], [-0.3678, -0.0510, 0.7588], [0.1364, -0.1551, -0.1388], [0.2308, -0.1955, -0.0375], [0.7372, -0.6831, 0.3269], [-0.0773, -0.6675, 0.2260], [-0.9053, 1.1757, -0.8012], [-0.5103, 0.2624, -0.1155], [0.1805, -0.3327, 0.2655], [0.1125, -0.2211, 0.0092], [0.1053, -0.1417, -0.1770], [-0.1061, 0.2542, 0.5556], [0.2716, 0.4461, -0.2430], [-0.1883, 0.1248, -0.2646], [0.1957, -0.0970, 0.2592], [0.1242, -0.2454, -0.2146], [-0.4819, 0.4686, -0.9579], [0.1764, 0.5497, 0.4650], [-0.8829, -0.1904, -1.4741], [0.6994, 0.6353, 0.9739], [-0.1133, -2.2046, -0.5544], [1.0868, 2.3165, -0.3839], [4.0735, 2.6219, -1.4514], [-2.7217, -1.9306, 0.1875], [-0.6398, -0.2909, 0.9784], [0.2642, -2.0720, -0.3517], [0.4253, -0.1570, -0.8359], [-0.1920, 0.5218, 0.2149], [-0.1951, 0.1576, 0.7529], [0.7394, -0.1099, 0.6690], [-0.5158, 0.0579, 0.9406], [-0.0364, -0.1028, -0.2732], [-0.0679, -0.2625, 0.0266], [-0.0410, 0.2680, -0.1144], [-0.1558, -0.1568, -0.2599], [0.4597, 0.3938, 0.0242], [0.0782, -0.0668, 0.6913], [-0.2078, -0.6245, 0.3303], [-0.0192, 0.1330, -1.0135], [0.6983, 0.4396, -0.4230], [-0.3960, 0.5190, 0.8406], [0.0649, -0.1288, 0.2430], [-0.4733, 0.3021, 0.8833], [-0.4059, -0.3603, 0.3297], [0.3074, 0.2500, -0.1577], [-1.4166, -1.0041, -0.0247]], "mulliken_charge": [0.962, -0.718, 0.581, -0.531, 0.920, -0.416, 0.628, -0.589, -0.476, 0.508, -0.569, 0.661, -0.425, -0.574, -1.177, 0.380, -1.301, -0.527, 0.299, 0.350, 0.277, 0.309, 0.347, 0.326, 0.384, 0.333, -1.120, 0.440, -1.176, -0.546, 0.339, 0.254, 0.299, 0.224, 0.371, 0.288, 0.332, 0.306, -1.862, 1.816, -1.225, -0.708, -1.234, 1.249, 0.159, -0.392, -1.844, -1.589, -1.921, 0.392, 0.445, 0.421, 0.479, 0.408, 0.344, 0.402, 0.461, 0.421, 0.353, 0.321, 0.384, 0.363, 0.482, 0.340, 0.333, 0.424, 0.411, 0.391], "homo_lumo_gap_ev": 6.35, "energy_ha": -1814.57551, "homo_energy_ev": -8.71, "lumo_energy_ev": -2.35}



[3]
{"formula": "C19H35CdNO2P2", "method": "ωB97M-V with the def2-TZVPD basis set", "symbols": ["P", "P", "C", "C", "H", "H", "H", "H", "C", "H", "H", "H", "C", "H", "H", "H", "C", "H", "H", "H", "C", "H", "H", "H", "Cd", "C", "C", "C", "C", "C", "C", "C", "C", "C", "H", "H", "H", "H", "H", "H", "H", "H", "H", "H", "H", "H", "H", "H", "H", "O", "C", "C", "C", "C", "O", "N", "H", "H", "H", "H"], "positions_angstrom": [[0.3291, -2.3237, 0.6374], [-0.0335, 1.5511, 0.7694], [-0.1157, -1.0422, -0.6340], [0.4700, 0.3864, -0.5580], [-1.2090, -1.0186, -0.7909], [0.3222, -1.5143, -1.5142], [1.5681, 0.3869, -0.6660], [0.0617, 0.9481, -1.3982], [-1.7231, 2.1551, 0.4507], [-2.0158, 2.7414, 1.3341], [-2.4237, 1.3138, 0.3419], [-1.7648, 2.7929, -0.4396], [1.1712, 2.8901, 0.9283], [1.3146, 3.4095, -0.0403], [2.1243, 2.4731, 1.2994], [0.7845, 3.5942, 1.6880], [-0.8676, -3.6982, 0.3720], [-0.7417, -4.3920, 1.2212], [-0.6998, -4.2475, -0.5705], [-1.9000, -3.3061, 0.3941], [2.0333, -2.8531, 0.2483], [2.7067, -1.9874, 0.3108], [2.1396, -3.3280, -0.7361], [2.3228, -3.5735, 1.0265], [-0.2593, -0.3430, 2.3643], [0.5638, 1.2159, -3.4947], [-0.7780, 1.2538, -3.3208], [-1.7294, 0.5572, -4.2440], [-1.3352, -0.8936, -4.6370], [-0.6115, -1.6790, -3.5879], [0.7384, -1.7608, -3.4942], [1.6731, -0.9650, -4.3543], [1.2579, 0.5102, -4.6168], [0.0939, -2.0019, 3.7323], [1.2287, 1.8125, -2.8624], [-1.2461, 1.9590, -2.6162], [-1.8602, 1.1416, -5.1769], [-2.7252, 0.5360, -3.7807], [-2.2667, -1.4302, -4.8810], [-0.7613, -0.8612, -5.5695], [-1.2473, -2.2841, -2.9367], [1.2265, -2.5618, -2.9148], [1.8158, -1.4659, -5.3293], [2.6655, -0.9713, -3.8825], [2.1895, 1.0653, -4.8305], [0.6722, 0.5520, -5.5470], [0.8587, -1.5749, 4.4017], [0.4185, -2.9808, 3.3807], [-0.8453, -2.0894, 4.3002], [1.8566, 2.0927, 4.0269], [0.7847, 1.9214, 4.5918], [0.3436, 2.6003, 5.8977], [-1.0689, 2.0944, 6.1408], [-1.3408, 1.1405, 4.9685], [-2.3778, 0.5072, 4.7765], [-0.2372, 1.1038, 4.1485], [1.0176, 2.2979, 6.7090], [0.3631, 3.6883, 5.7698], [-1.1374, 1.5440, 7.0804], [-1.7941, 2.9108, 6.1135]], "forces_ev_per_angstrom": [[-0.2768, 0.8413, 0.3923], [-0.1720, -2.0202, 1.3579], [0.4758, -0.5994, -0.4230], [-0.2572, 0.8397, -0.5978], [0.3859, -0.0424, 0.1622], [-0.5326, 0.8052, 0.1700], [-0.3615, 0.0453, 0.1771], [0.5979, -0.7748, -0.0394], [0.2491, 0.5247, -0.4377], [0.0156, -0.2001, -0.2719], [0.3387, 0.2221, 0.0522], [-0.2035, -0.0207, 0.1159], [-0.0399, 0.3862, -0.3403], [0.0015, -0.1452, 0.5078], [-0.5177, 0.1800, -0.1217], [0.2827, -0.3169, -0.3525], [0.3713, -0.2299, -0.3934], [-0.1164, 0.2539, -0.3760], [-0.1854, 0.1236, 0.2778], [0.5137, -0.0942, 0.0291], [-0.1306, -0.4805, -0.5775], [-0.2410, -0.1986, 0.0382], [0.1507, 0.0366, 0.1102], [0.0039, 0.2298, -0.2326], [0.3294, -0.0970, 2.0120], [-1.1752, 0.6743, -0.1497], [1.2071, 0.8038, -1.0206], [-0.5619, -0.1972, -0.1594], [-0.4278, 0.2587, -0.3070], [1.3230, -0.7165, -0.2606], [-1.3336, -0.7320, -1.1326], [0.3880, 0.1503, -0.0554], [0.5505, -0.1207, -0.5877], [-0.5521, 0.5048, 0.9851], [-0.3582, -0.2024, -0.0098], [0.4233, -0.5083, -0.0528], [0.0807, -0.1658, 0.3764], [0.2040, 0.0138, -0.0246], [0.3025, 0.1448, 0.0480], [-0.0275, -0.1476, 0.2502], [0.3002, 0.0750, -0.0863], [-0.4443, 0.5973, 0.1108], [-0.0481, 0.1417, 0.2764], [-0.1942, 0.0022, -0.0471], [-0.3797, -0.1873, 0.0115], [0.0648, 0.1213, 0.3878], [-0.1925, -0.2506, 0.0142], [-0.0517, 0.0550, -0.2277], [0.3535, -0.2111, 0.1736], [-0.2092, -0.0301, 0.0123], [-1.1965, -0.4472, 0.0474], [0.2356, 0.0215, 0.0362], [-0.0844, -0.1416, -0.1208], [0.4328, -0.0654, -0.2351], [0.6537, 0.5306, 0.0688], [0.1461, 0.7696, 0.4413], [0.0285, 0.3031, -0.2572], [0.2920, -0.1902, 0.1067], [-0.3082, 0.1075, -0.0505], [-0.1226, -0.2302, 0.1992]], "mulliken_charge": [0.743, 0.726, 0.721, 0.652, 0.540, -1.707, 0.435, -1.723, -1.243, 0.400, 0.381, 0.387, -1.109, 0.421, 0.351, 0.359, -1.174, 0.356, 0.357, 0.359, -1.162, 0.353, 0.368, 0.379, 0.567, -0.109, -0.063, -0.963, -0.882, -0.226, -0.324, -0.931, -0.952, -1.628, 0.478, 0.348, 0.287, 0.387, 0.461, 0.335, 0.487, 0.580, 0.301, 0.374, 0.445, 0.360, 0.346, 0.495, 0.347, -0.671, 0.127, -0.426, -0.475, 0.278, -0.674, 0.129, 0.256, 0.252, 0.275, 0.238], "homo_lumo_gap_ev": 6.42, "energy_ha": -1800.51119, "homo_energy_ev": -6.11, "lumo_energy_ev": 0.31}